## a
{"formula": "C4H10OS", "method": "the ωB97M-V functional and the def2-TZVPD basis", "homo_ev": -8.95, "homo_lumo_gap_ev": 9.56, "multiplicity": 1, "lumo_ev": 0.614, "smiles": "C=CO.CCS", "symbols": ["C", "C", "O", "H", "H", "H", "H", "C", "C", "S", "H", "H", "H", "H", "H", "H"], "coordinates": [[1.94671, 1.97555, 2.39116], [0.96475, 1.27297, 2.93971], [-0.25596, 0.82466, 2.54736], [2.88256, 2.11719, 2.91823], [1.89285, 2.21215, 1.38153], [1.06736, 1.31732, 4.09008], [-0.39788, 0.01203, 3.09860], [-1.78844, -1.13661, -2.41950], [-0.51852, -0.56150, -1.90302], [1.00899, -1.43334, -2.51329], [-1.87662, -1.15219, -3.56070], [-2.09194, -2.09176, -1.93424], [-2.57360, -0.52915, -2.03247], [-0.58009, -0.61221, -0.79545], [-0.17284, 0.47176, -2.22853], [0.49268, -2.68686, -1.97949]]}

=====

## b
{"formula": "C4H10OS", "method": "the ωB97M-V functional and the def2-TZVPD basis", "homo_ev": -8.52, "homo_lumo_gap_ev": 9.39, "multiplicity": 1, "lumo_ev": 0.868, "smiles": "C=CO.CSC", "symbols": ["C", "C", "O", "H", "H", "H", "H", "C", "S", "C", "H", "H", "H", "H", "H", "H"], "coordinates": [[-2.66270, 2.32087, -0.02367], [-2.39309, 0.96900, 0.03547], [-3.47154, 0.06822, 0.46279], [-2.24775, 2.88980, -0.88456], [-3.66190, 2.68779, 0.29533], [-1.55551, 0.39740, -0.46629], [-3.81464, 0.49679, 1.32521], [2.41996, -1.32140, 1.32071], [2.54048, -0.01067, 0.08785], [2.02388, -0.78950, -1.48266], [1.49191, -1.24047, 1.95594], [3.40071, -1.35472, 1.87309], [2.26656, -2.37331, 0.89006], [2.25914, -0.09079, -2.30514], [2.49550, -1.73156, -1.54332], [0.90899, -0.91746, -1.54080]]}

=====

## c
{"formula": "C4H10OS", "method": "the ωB97M-V functional and the def2-TZVPD basis", "homo_ev": -8.38, "homo_lumo_gap_ev": 9.19, "multiplicity": 1, "lumo_ev": 0.810, "smiles": "CC=O.CSC", "symbols": ["C", "C", "O", "H", "H", "H", "H", "C", "S", "C", "H", "H", "H", "H", "H", "H"], "coordinates": [[0.33036, -3.38087, -2.42400], [0.43487, -1.89304, -2.59493], [0.58430, -1.39589, -3.68812], [-0.09361, -3.62821, -1.35868], [1.38583, -3.79900, -2.48016], [-0.08632, -3.77154, -3.35512], [0.25035, -1.15007, -1.80784], [-0.69452, 2.79319, 0.81234], [-1.01487, 1.37324, 1.74192], [0.14877, 1.41449, 3.19529], [-1.80610, 2.93674, 0.58008], [-0.27151, 2.53330, -0.16791], [-0.40134, 3.67729, 1.19058], [-0.20865, 0.70323, 3.77705], [1.24159, 1.33186, 2.76173], [0.20085, 2.25527, 3.81777]]}

=====

Need the numbers? Relative energies in kcal/mol: a 0.0; b 4.5; c 1.8.

=====

## a
{"formula": "C4H10OS", "method": "the ωB97M-V functional and the def2-TZVPD basis", "homo_ev": -8.99, "homo_lumo_gap_ev": 9.97, "multiplicity": 1, "lumo_ev": 0.983, "smiles": "C=CO.CCS", "symbols": ["C", "C", "O", "H", "H", "H", "H", "C", "C", "S", "H", "H", "H", "H", "H", "H"], "coordinates": [[-1.61639, -4.24725, 2.44261], [-1.79314, -5.51198, 2.79354], [-2.76226, -6.02484, 3.58569], [-0.77757, -3.99975, 1.81042], [-2.39700, -3.52195, 2.64567], [-1.09298, -6.24915, 2.42423], [-3.64721, -5.73811, 3.34887], [1.38492, 2.74797, -3.44047], [1.60534, 4.11255, -2.79478], [1.52749, 4.09409, -0.98092], [0.71108, 2.14252, -2.83627], [2.32488, 2.18803, -3.47267], [0.99997, 2.77525, -4.45830], [2.45506, 4.70304, -3.11482], [0.75790, 4.69659, -3.12636], [0.40724, 3.40214, -0.70103]]}

=====

## b
{"formula": "C4H10OS", "method": "the ωB97M-V functional and the def2-TZVPD basis", "homo_ev": -8.32, "homo_lumo_gap_ev": 9.16, "multiplicity": 1, "lumo_ev": 0.841, "smiles": "C=CO.CSC", "symbols": ["C", "C", "O", "H", "H", "H", "H", "C", "S", "C", "H", "H", "H", "H", "H", "H"], "coordinates": [[-3.18320, 0.39136, -0.67438], [-2.42195, -0.19909, 0.24283], [-1.71872, 0.50262, 1.19611], [-3.80777, -0.21312, -1.31708], [-3.41302, 1.44559, -0.58408], [-2.11658, -1.23706, 0.24025], [-1.60958, 1.37592, 0.87287], [1.44186, 0.08557, 1.20538], [2.29902, -0.51334, -0.22326], [1.13940, 0.07570, -1.51809], [0.64235, -0.62516, 1.39096], [1.04872, 1.08494, 1.00438], [2.07283, 0.19901, 2.08198], [1.69500, 0.00446, -2.44900], [0.31213, -0.62753, -1.56864], [0.85510, 1.07568, -1.21136]]}

=====

## c
{"formula": "C4H10OS", "method": "the ωB97M-V functional and the def2-TZVPD basis", "homo_ev": -8.81, "homo_lumo_gap_ev": 9.62, "multiplicity": 1, "lumo_ev": 0.805, "smiles": "C=CO.CCS", "symbols": ["C", "C", "O", "H", "H", "H", "H", "C", "C", "S", "H", "H", "H", "H", "H", "H"], "coordinates": [[2.60362, 0.06949, -1.08520], [1.53385, 0.69339, -1.54177], [0.33477, 0.21398, -1.98276], [3.51974, 0.61158, -1.06701], [2.84018, -0.98881, -1.13111], [1.59104, 1.75879, -1.74163], [0.17874, -0.59952, -1.48371], [-1.37447, -0.22295, 2.20485], [-1.06908, -0.39094, 0.74178], [-2.25168, 0.63709, -0.21733], [-1.46846, 0.82215, 2.50434], [-2.31088, -0.65997, 2.54965], [-0.63786, -0.77388, 2.79013], [-1.09245, -1.41361, 0.36739], [-0.09935, 0.06819, 0.56092], [-2.29771, 0.17503, -1.46855]]}

=====

Need the numbers? Relative energies in kcal/mol: a 1.8; b 0.0; c 4.5.

=====

## a
{"formula": "C6H13NO", "method": "the ωB97M-V functional and the def2-TZVPD basis", "homo_ev": [0.47, -3.12], "homo_lumo_gap_ev": [3.40, 6.98], "multiplicity": 2, "total_charge": -1, "lumo_ev": [3.864, 3.860], "symbols": ["C", "C", "C", "O", "C", "N", "C", "C", "H", "H", "H", "H", "H", "H", "H", "H", "H", "H", "H", "H", "H"], "coordinates": [[0.43871, -0.15429, -1.77957], [1.58213, 0.84604, -1.94118], [2.48956, 0.99891, -0.72789], [2.48081, 0.27543, 0.32669], [-0.60343, 0.24257, -0.75149], [-0.60838, -0.65747, 0.40984], [-1.36323, -0.09911, 1.52886], [-1.58140, -1.19650, 2.56251], [0.08798, -0.46415, -2.77647], [0.82886, -1.14151, -1.46568], [1.02225, 1.79385, -2.15256], [2.07475, 0.59904, -2.90785], [3.10291, 1.91073, -0.89447], [-1.58618, 0.02037, -1.20507], [-0.55614, 1.29474, -0.47169], [0.33127, -0.77196, 0.79136], [-2.33868, 0.23922, 1.14815], [-0.89223, 0.78428, 1.98779], [-0.60177, -1.62003, 2.80099], [-2.13745, -2.01141, 2.08997], [-2.17037, -0.88875, 3.42774]]}

=====

## b
{"formula": "C6H13NO", "method": "the ωB97M-V functional and the def2-TZVPD basis", "homo_ev": [0.30, -2.93], "homo_lumo_gap_ev": [3.70, 6.75], "multiplicity": 2, "total_charge": -1, "lumo_ev": [4.000, 3.815], "symbols": ["C", "N", "C", "C", "C", "C", "C", "H", "H", "H", "H", "H", "H", "H", "H", "H", "H", "H", "H", "H", "O"], "coordinates": [[-0.63489, -1.29469, -2.09109], [-0.95965, -1.14159, -0.61816], [-1.34024, 0.23029, -0.44029], [-2.63910, 0.53011, -0.88300], [1.98443, 1.77330, 0.57065], [0.86346, 0.90213, 0.04802], [-0.44140, 1.08149, 0.25783], [-1.51120, -1.64069, -2.63932], [0.24770, -1.93616, -2.05320], [-0.35961, -0.38549, -2.66094], [-0.12658, -1.49227, -0.01841], [-3.07239, 1.53312, -1.00804], [-3.35840, -0.09806, -1.46360], [2.33123, 1.39012, 1.62168], [3.00828, 1.90128, 0.14118], [1.63869, 2.75628, 0.85518], [1.21575, 0.30381, -0.85055], [-0.71292, 1.82264, 1.04982], [1.39465, -1.26129, 3.20753], [1.96579, -1.69813, 1.71826], [2.16288, -1.56748, 2.70685]]}

=====

## c
{"formula": "C6H13NO", "method": "the ωB97M-V functional and the def2-TZVPD basis", "homo_ev": [1.18, -5.86], "homo_lumo_gap_ev": [2.48, 9.41], "multiplicity": 2, "total_charge": -1, "lumo_ev": [3.664, 3.545], "symbols": ["C", "C", "C", "C", "C", "N", "C", "O", "H", "H", "H", "H", "H", "H", "H", "H", "H", "H", "H", "H", "H"], "coordinates": [[2.13318, 1.80115, 1.33248], [0.63568, 1.90809, 1.02340], [0.24644, 1.36687, -0.35229], [0.57164, -0.12781, -0.55353], [-0.42228, -1.03327, 0.14147], [-1.25499, -1.74474, -0.64720], [-1.72755, -1.33272, -1.96496], [-0.38773, -1.16240, 1.36275], [2.35944, 1.02772, 2.06889], [2.53316, 2.73692, 1.73028], [2.74579, 1.59681, 0.45246], [0.35586, 2.96336, 1.01995], [0.06580, 1.43271, 1.81980], [0.80797, 1.91208, -1.12065], [-0.81982, 1.52835, -0.49000], [0.69492, -0.36321, -1.61371], [1.50278, -0.37500, -0.02853], [-1.83881, -2.43990, -0.20552], [-1.25994, -1.89380, -2.77600], [-1.61269, -0.26373, -2.11336], [-2.81219, -1.48119, -2.06780]]}

=====

## d
{"formula": "C6H13NO", "method": "the ωB97M-V functional and the def2-TZVPD basis", "homo_ev": [-1.66, -1.65], "homo_lumo_gap_ev": [5.85, 5.67], "multiplicity": 2, "total_charge": -1, "lumo_ev": [4.182, 4.021], "symbols": ["O", "C", "N", "C", "C", "C", "C", "C", "H", "H", "H", "H", "H", "H", "H", "H", "H", "H", "H", "H", "H"], "coordinates": [[-0.10421, 2.33389, -0.98124], [1.03489, 2.20140, -0.22739], [1.68260, 0.91309, -0.31192], [0.77966, -0.23949, 0.04746], [-0.70135, -0.11886, 0.43976], [-1.04401, -1.30991, 1.36100], [-1.64643, 0.10337, -0.70940], [1.19316, -1.45849, -0.74899], [0.84030, 2.46035, 0.83580], [1.71039, 2.97000, -0.60180], [1.43169, -0.04606, 0.97275], [-0.70496, 0.78089, 1.07356], [-0.37166, -1.40822, 2.23575], [-2.07063, -1.19907, 1.70055], [-1.01511, -2.23671, 0.77796], [-0.78620, 1.53308, -0.92399], [-2.64399, 0.42324, -0.44197], [-1.58006, -0.55394, -1.56878], [2.28118, -1.40914, -0.84802], [0.89665, -2.40730, -0.31733], [0.81809, -1.33211, -1.76377]]}

=====

Need the numbers? Relative energies in kcal/mol: a 20.9; b 63.6; c 0.0; d 65.6.

=====

## a
{"formula": "C4H8O3", "method": "the ωB97M-V functional and the def2-TZVPD basis", "homo_ev": -10.25, "homo_lumo_gap_ev": 10.94, "multiplicity": 1, "lumo_ev": 0.694, "smiles": "COC(=O)CC=O.[H][H]", "symbols": ["C", "O", "C", "O", "C", "C", "O", "H", "H", "H", "H", "H", "H", "H", "H"], "coordinates": [[2.72534, -0.04830, 0.55042], [1.43131, 0.50464, 0.30360], [0.64204, -0.23638, -0.48923], [0.99340, -1.24509, -1.04971], [-0.75821, 0.32858, -0.50623], [-1.40363, -0.02620, 0.82315], [-2.06198, -1.02211, 0.98596], [2.62378, -1.02009, 1.03894], [3.22019, 0.65912, 1.21342], [3.28526, -0.16843, -0.38002], [-0.71752, 1.41595, -0.61206], [-1.30794, -0.13100, -1.32713], [-1.20953, 0.67876, 1.65762], [-3.81325, 0.44664, -1.32035], [-3.64925, -0.13608, -0.88836]]}

=====

## b
{"formula": "C4H8O3", "method": "the ωB97M-V functional and the def2-TZVPD basis", "homo_ev": -10.17, "homo_lumo_gap_ev": 10.94, "multiplicity": 1, "lumo_ev": 0.769, "smiles": "OCC1(CO)CO1", "symbols": ["O", "C", "C", "C", "O", "C", "O", "H", "H", "H", "H", "H", "H", "H", "H"], "coordinates": [[0.50468, -0.64487, 2.24855], [0.50207, 0.40922, 1.31791], [-0.11492, 0.01652, -0.01504], [-0.09443, 1.08544, -1.07855], [-0.43805, 0.61816, -2.35730], [-1.05382, -1.08609, -0.01572], [0.47844, -1.24191, -0.28329], [0.89677, -1.40878, 1.79165], [-0.00946, 1.25201, 1.77855], [1.53030, 0.71318, 1.05776], [-0.82752, 1.85843, -0.81650], [0.90468, 1.54735, -1.06025], [0.17969, -0.09512, -2.56864], [-1.03169, -1.62432, -0.95962], [-1.42676, -1.39923, 0.96047]]}

=====

Need the numbers? Relative energies in kcal/mol: a 0.0; b 37.1.